The following is a DFT calculation (ωB97M-V with the def2-TZVPD basis set) of C8H10F3MgNO3S as an isolated structure.

The geometry in XYZ format:
```
27
C8H10F3MgNO3S (ωB97M-V with the def2-TZVPD basis set)
C -0.3838 1.0884 -1.8890
C 1.0194 1.1451 -1.6063
C 1.1954 1.8910 -0.3949
C -0.0952 2.2880 0.0694
C -1.0700 1.8103 -0.8622
Mg 0.0201 -0.1678 0.1253
N -1.5036 -1.2655 -0.4624
C -0.3605 -2.2652 -0.5675
C 1.0245 -1.8205 -0.8083
H 2.1511 2.2125 0.0200
H 1.8162 0.7683 -2.2472
H -0.2897 2.9523 0.9080
H -2.1344 2.0427 -0.8494
H -0.8353 0.6595 -2.7846
H 1.2937 -1.6974 -1.8562
H -0.3564 -3.0414 0.2373
H -2.1971 -1.6757 0.1753
H 1.7596 -2.3302 -0.1943
H -0.6658 -2.8102 -1.4893
F 0.3298 0.7048 5.1642
C 1.1425 0.5239 4.0995
F 1.4326 1.7301 3.5566
F 2.2942 -0.0535 4.5222
S 0.3298 -0.5691 2.8370
O 0.0000 -1.7577 3.5689
O -0.7754 0.2373 2.2705
O 1.3721 -0.6893 1.7804
```

Summary:
- gap between HOMO and LUMO (eV) = 3.84
- lowest unoccupied orbital energy (eV) = 5.370
- largest force on an atom (Eh/bohr) = 0.0820
- total charge = -2
- HOMO level (Ha) = 0.0564
- molar mass (g/mol) = 281.5
- energy above the lowest of the compared OMol25 structures with the same formula, charge and spin (eV) = 0.312

***

The following is a DFT calculation (ωB97M-V with the def2-TZVPD basis set) of C29H49BrCdN2OP2 as an isolated structure.

The geometry in XYZ format:
```
85
C29H49BrCdN2OP2 (ωB97M-V with the def2-TZVPD basis set)
N 7.5652 4.5281 0.1789
C 7.3413 3.6677 1.1813
C 6.2222 2.8258 1.2021
C 5.2358 2.8638 0.1588
C 5.4905 3.8178 -0.8551
C 6.6527 4.6132 -0.7822
C 4.0340 2.0085 0.2647
Cd 0.0710 -0.0970 -1.0830
P -1.3066 -2.1456 -1.7478
C 2.9127 1.9318 -0.5170
C 2.1240 0.7405 -0.3769
C 2.1509 -0.1142 -1.5569
C 2.7813 -1.3937 -1.3554
C 2.9867 -1.9365 -0.0780
C 2.4955 -1.2018 1.0406
C 2.0190 0.1215 0.9021
Br 3.8350 -3.5282 0.3523
H 4.2089 1.2878 1.0937
H 2.8138 2.6092 -1.3844
H 6.1001 2.1559 2.0502
H 4.8171 3.9866 -1.6953
H 8.0718 3.6358 2.0002
H 6.8589 5.3829 -1.5535
H 2.3880 0.4053 -2.4947
H 1.9495 0.7164 1.8012
H 3.2351 -1.8281 -2.2857
H 2.8081 -1.5219 2.0767
P -1.8208 1.3229 -0.6687
C -0.4992 -3.7838 -1.3047
C -0.6452 -4.9636 -2.2691
H -0.8223 -4.0792 -0.2847
H 0.5709 -3.5291 -1.1878
H 0.0597 -5.7375 -1.9589
H -1.6582 -5.3756 -2.2964
H -0.3867 -4.6715 -3.2801
C -1.3840 -2.2042 -3.6370
C -2.5675 -2.8652 -4.3484
H -0.4261 -2.5838 -4.0378
H -1.3616 -1.1239 -3.9010
H -2.5912 -2.4737 -5.3767
H -2.5107 -3.9630 -4.3922
H -3.5111 -2.6035 -3.8702
C -3.0998 -2.4621 -1.3013
C -3.5960 -3.9229 -1.2880
H -3.7692 -1.8681 -1.9469
H -3.1920 -2.0364 -0.2917
H -4.5282 -3.9806 -0.6993
H -3.7810 -4.3293 -2.3061
H -2.8766 -4.6017 -0.8208
C -3.2743 1.1988 0.3934
C -4.1103 2.4621 0.6126
H -2.9131 0.8002 1.3502
H -3.8998 0.4090 -0.0529
H -3.7783 3.0164 1.4946
H -4.1045 3.1527 -0.2364
H -5.1577 2.1870 0.7826
C -2.3919 1.7170 -2.3611
C -1.3253 2.2525 -3.3126
H -3.2017 2.4390 -2.1989
H -2.8470 0.7842 -2.7329
H -1.0929 3.3010 -3.0998
H -0.3730 1.7059 -3.2793
H -1.7070 2.1790 -4.3374
C -0.8863 2.8204 -0.1752
C -0.7175 2.9745 1.3317
H -1.3917 3.6863 -0.6208
H 0.1042 2.7764 -0.6384
H 0.2250 3.4916 1.5646
H -1.5353 3.5679 1.7627
H -0.6864 1.9991 1.8497
C -1.3612 -1.1673 5.7787
N -1.4994 -0.9073 4.3542
C -2.6136 -1.5242 3.6560
C -0.5505 -0.2651 3.6277
C 0.5342 0.4426 4.3985
O -0.6175 -0.2751 2.3726
H -2.2484 -1.7280 6.0955
H -1.2977 -0.2345 6.3499
H -0.4637 -1.7714 5.9867
H -3.2686 -0.7690 3.1949
H -2.2715 -2.2187 2.8745
H -3.1923 -2.0722 4.4028
H 1.3647 -0.2446 4.6070
H 0.9278 1.2645 3.7872
H 0.1569 0.8536 5.3483
```

Summary:
- gap between HOMO and LUMO (eV) = 7.03
- lowest unoccupied orbital energy (eV) = -6.592
- largest force on an atom (Eh/bohr) = 0.0667
- total charge = +2
- HOMO level (Ha) = -0.5006
- molar mass (g/mol) = 696.0